Computed, not measured: a 14-piece molecular cluster, C46H92O34 overall in a non-equilibrium geometry, with the ωB97M-V functional and the def2-TZVPD basis.

Last column: Mulliken charge in e.
Geometry (Å):
C: 10.729 12.782 17.034  0.591
O: 10.417 12.038 15.893  -0.404
C: 10.073 12.659 14.821  0.760
O: 9.998 13.897 14.675  -0.532
O: 9.976 11.725 13.841  -0.358
C: 9.598 11.862 12.504  -0.563
H: 11.494 13.527 16.816  -0.151
H: 11.114 11.991 17.677  -0.308
H: 9.825 13.268 17.401  0.198
H: 9.559 10.968 11.882  0.285
H: 10.235 12.511 11.903  0.188
H: 8.605 12.295 12.377  0.335
C: 12.693 15.745 13.324  0.318
O: 13.517 15.538 12.188  -0.377
C: 13.242 14.520 11.341  0.728
O: 12.301 13.803 11.487  -0.530
O: 14.067 14.472 10.268  -0.357
C: 15.170 15.378 10.070  -0.636
H: 13.074 16.414 14.096  0.031
H: 12.467 14.753 13.715  -0.318
H: 11.791 16.207 12.922  0.271
H: 15.945 15.256 10.826  0.273
H: 14.874 16.427 10.058  0.282
H: 15.583 15.318 9.063  0.263
C: 15.525 7.762 18.803  -0.594
O: 14.155 8.042 18.831  -0.387
C: 13.524 9.315 18.892  0.560
O: 12.332 9.490 18.782  -0.484
O: 14.451 10.280 18.980  -0.205
C: 14.164 11.602 18.593  -0.037
H: 16.157 8.635 18.967  0.215
H: 15.913 7.362 17.866  0.309
H: 15.744 7.096 19.638  0.271
H: 13.611 12.125 19.373  -0.011
H: 13.579 11.577 17.673  0.242
H: 15.044 12.208 18.379  -0.192
C: 9.502 16.353 16.922  -0.643
O: 8.974 15.523 17.961  -0.166
C: 8.154 16.036 18.848  0.755
O: 7.894 17.240 18.942  -0.662
O: 7.738 15.022 19.651  -0.203
C: 7.040 15.339 20.802  -0.749
H: 9.019 17.325 16.827  0.614
H: 9.266 15.935 15.944  0.252
H: 10.573 16.523 17.032  -0.126
H: 6.186 15.994 20.629  0.423
H: 7.682 15.865 21.509  0.288
H: 6.723 14.399 21.255  0.174
C: 11.997 11.374 24.720  -0.112
O: 13.295 11.409 25.240  -0.383
C: 13.873 12.571 25.540  0.924
O: 13.306 13.663 25.458  -0.618
O: 15.057 12.357 25.909  -0.394
C: 15.967 13.352 26.254  -0.637
H: 11.815 12.037 23.874  -0.275
H: 11.386 11.752 25.539  0.463
H: 11.867 10.324 24.457  0.228
H: 16.733 13.299 25.480  0.178
H: 16.435 13.046 27.189  0.329
H: 15.480 14.319 26.382  0.353
C: 11.418 16.608 24.694  -0.441
O: 10.764 17.468 23.759  -0.360
C: 11.477 17.929 22.698  0.704
O: 12.634 17.658 22.345  -0.521
O: 10.528 18.514 21.883  -0.389
C: 10.878 18.931 20.580  -0.281
H: 10.848 16.673 25.620  0.398
H: 12.478 16.836 24.811  0.406
H: 11.349 15.558 24.408  -0.152
H: 11.682 18.288 20.222  -0.114
H: 11.261 19.942 20.717  0.330
H: 9.979 19.013 19.969  0.297
C: 12.085 18.981 15.421  -0.172
O: 11.883 19.181 13.992  -0.309
C: 10.673 19.555 13.569  0.733
O: 9.620 19.634 14.212  -0.578
O: 10.819 19.831 12.232  -0.317
C: 9.739 20.135 11.359  -0.667
H: 11.743 17.969 15.639  -0.094
H: 11.755 19.755 16.115  0.434
H: 13.172 18.950 15.484  0.150
H: 8.824 19.561 11.504  0.305
H: 10.003 20.005 10.310  0.246
H: 9.533 21.193 11.518  0.297
C: 13.959 12.206 14.204  -0.198
O: 14.979 11.863 15.069  -0.344
C: 15.794 12.804 15.598  0.899
O: 15.670 14.015 15.448  -0.606
O: 16.679 12.265 16.467  -0.342
C: 17.582 13.139 17.144  -0.648
H: 13.331 11.366 13.908  0.341
H: 14.344 12.674 13.298  0.323
H: 13.279 12.967 14.587  -0.249
H: 17.083 14.075 17.394  0.265
H: 18.390 13.320 16.434  0.359
H: 18.031 12.741 18.054  0.197
C: 16.908 12.894 21.530  0.380
O: 16.936 11.496 21.666  -0.437
C: 15.839 10.782 22.002  0.613
O: 14.689 11.180 22.232  -0.175
O: 16.205 9.499 21.973  -0.367
C: 15.227 8.492 22.307  -0.609
H: 16.189 13.177 20.761  -0.194
H: 17.892 13.234 21.208  0.295
H: 16.602 13.346 22.474  -0.213
H: 14.375 8.433 21.630  0.213
H: 14.833 8.733 23.295  0.275
H: 15.705 7.515 22.377  0.207
C: 13.473 15.667 17.500  0.084
O: 12.544 15.177 18.480  0.568
C: 12.975 14.681 19.605  0.132
O: 14.113 14.481 19.861  -0.245
O: 11.929 14.488 20.375  0.217
C: 12.147 14.052 21.764  1.265
H: 13.018 16.625 17.249  -0.121
H: 13.509 15.081 16.581  -0.429
H: 14.497 15.815 17.842  0.119
H: 12.684 13.103 21.772  0.085
H: 11.196 13.931 22.282  -1.239
H: 12.763 14.743 22.340  -0.132
C: 9.364 13.386 24.826  1.336
C: 8.677 13.901 26.109  -0.938
C: 7.581 14.799 25.586  -0.501
O: 7.923 15.057 24.193  -0.447
C: 8.538 13.933 23.701  0.506
H: 9.227 12.306 24.769  0.534
H: 10.390 13.754 24.816  -1.073
H: 9.355 14.447 26.764  0.286
H: 8.280 13.097 26.728  0.277
H: 7.469 15.700 26.189  0.363
H: 6.637 14.258 25.525  0.318
H: 9.096 14.298 22.839  -0.756
H: 7.738 13.313 23.296  0.144
C: 15.137 19.317 20.194  -0.107
C: 14.817 20.490 19.280  -0.763
C: 14.651 19.948 17.890  -0.653
O: 14.349 18.548 18.049  -0.263
C: 14.697 18.137 19.372  0.628
H: 14.586 19.412 21.130  0.163
H: 16.180 19.367 20.507  0.214
H: 15.554 21.288 19.366  0.373
H: 13.900 20.917 19.685  0.212
H: 15.622 19.950 17.394  0.314
H: 13.990 20.527 17.244  0.352
H: 15.515 17.417 19.409  0.276
H: 13.783 17.702 19.776  -0.650
C: 17.414 16.563 22.303  -0.718
C: 15.921 16.317 22.200  1.761
C: 15.502 15.779 23.624  1.151
O: 16.558 16.208 24.502  -0.554
C: 17.788 16.187 23.769  -0.518
H: 17.650 17.610 22.115  0.348
H: 17.911 15.884 21.610  0.239
H: 15.611 15.644 21.400  -0.567
H: 15.395 17.195 21.824  -0.744
H: 15.394 14.704 23.765  -0.538
H: 14.531 16.064 24.029  -0.450
H: 18.222 15.188 23.801  0.139
H: 18.559 16.766 24.277  0.442
C: 9.647 10.896 21.797  0.634
C: 9.336 11.911 20.712  1.570
C: 8.044 11.521 20.030  -0.168
O: 7.678 10.239 20.533  -0.524
C: 8.300 10.140 21.831  -0.863
H: 9.770 11.305 22.800  -0.853
H: 10.457 10.186 21.631  0.332
H: 10.047 11.850 19.888  -0.799
H: 9.320 12.942 21.063  -0.544
H: 8.213 11.619 18.957  0.304
H: 7.298 12.275 20.280  0.157
H: 8.370 9.103 22.160  0.431
H: 7.561 10.502 22.545  0.298

Summary:
HOMO-LUMO gap, eV: 9.77
Energy above the lowest of the compared OMol25 structures with the same formula, charge and spin, kJ/mol: 146.3